Entry from the OMol25 dataset: a structure of composition C27H63AsF6MnNO5S2SbSi4Te (wB97M-V/def2-TZVPD).

Geometry as XYZ:
```
112
Properties=species:S:1:pos:R:3
Mn -0.18037 0.93505 1.24220
F 2.18474 0.96541 4.77301
C 1.04552 1.57961 5.00760
F 1.24714 2.81599 5.39797
F 0.33538 0.91750 5.89266
S 0.08124 1.60617 3.42141
O -0.11272 0.16469 3.02518
O 0.90919 2.29441 2.39564
N -1.16601 2.42271 3.83323
S -2.57027 2.13245 3.10357
O -3.25528 3.32516 2.72691
O -2.36107 1.07336 2.06915
C -3.54801 1.30695 4.45582
F -3.93158 2.21827 5.31680
F -2.75888 0.42835 5.04779
F -4.57545 0.69142 3.91503
O -1.05230 -1.15039 -0.62842
C -0.76909 -0.39872 0.17281
C -3.64476 1.34606 -1.17068
C -3.13472 2.58780 -0.43199
As -1.21479 2.60346 -0.01247
C -0.78192 4.32981 0.81808
C -1.64751 5.47961 0.29973
C -0.67344 3.08445 -1.83061
C -0.79077 1.96517 -2.88086
H -4.72384 1.27422 -1.04583
H -3.20952 0.42697 -0.78061
H -3.43734 1.39157 -2.23793
H -3.67966 2.70338 0.49882
H -3.28938 3.49496 -1.01363
H 0.27861 4.50585 0.64688
H -0.92871 4.23314 1.89017
H -1.55818 5.61959 -0.77627
H -1.33328 6.40444 0.78209
H -2.69654 5.32077 0.54651
H 0.33260 3.50138 -1.79772
H -1.35389 3.89284 -2.08550
H -1.00763 0.98820 -2.44635
H 0.12663 1.87815 -3.45829
H -1.59211 2.17980 -3.58641
C 4.08767 -2.34362 -4.19013
Si 2.90943 -1.99616 -2.82872
C 1.16532 -2.48612 -3.15668
C 3.52954 -2.50236 -1.15281
Si 2.76555 0.56692 -2.38330
Te 1.44740 1.01285 -0.43141
Si 4.86834 1.23424 -1.34201
C 5.14675 0.40540 0.29582
C 6.14179 0.66871 -2.56374
C 4.76468 3.08401 -1.26476
Si 2.60677 1.32793 -4.68067
C 2.32373 3.16840 -4.56250
C 4.19918 1.03211 -5.58616
C 1.21587 0.46912 -5.56667
H 4.18354 -3.43154 -4.28194
H 5.08057 -1.93542 -3.99365
H 3.74234 -1.95695 -5.15082
H 1.05920 -3.56725 -3.01826
H 0.85631 -2.24324 -4.17495
H 0.48176 -1.99126 -2.46409
H 3.23972 -3.53539 -0.93363
H 3.10907 -1.86072 -0.37777
H 4.61789 -2.43190 -1.09381
H 5.61769 -0.57006 0.16636
H 4.21648 0.25700 0.85018
H 5.80522 1.01882 0.91614
H 6.17569 -0.42087 -2.64226
H 7.12667 1.00449 -2.22325
H 5.97943 1.07746 -3.56109
H 3.81447 3.40998 -0.83489
H 4.85080 3.52369 -2.26163
H 5.57007 3.48833 -0.64608
H 3.27955 3.69143 -4.47863
H 1.72552 3.45027 -3.69251
H 1.81535 3.54025 -5.45583
H 4.87427 1.88247 -5.47452
H 3.95980 0.93509 -6.64919
H 4.73764 0.13362 -5.28362
H 0.44931 0.06625 -4.90149
H 1.59676 -0.36026 -6.16882
H 0.73052 1.17346 -6.24694
C -4.42575 -2.96149 4.95716
C -3.09323 -3.43246 4.38489
C -1.98728 -3.51042 5.43221
Sb -2.49266 -2.18046 2.72396
C -1.05630 -3.53914 1.78491
C 0.37077 -3.17430 2.19309
C -1.36383 -5.00268 2.09665
C -4.20503 -2.69973 1.46191
C -5.20527 -1.54605 1.45659
C -3.82294 -3.12739 0.05041
H -4.79200 -3.68751 5.68855
H -5.19691 -2.85960 4.19178
H -4.32105 -2.00768 5.47986
H -3.21986 -4.39500 3.88326
H -1.82729 -2.53865 5.90644
H -1.03913 -3.84816 5.01024
H -2.26182 -4.21522 6.22258
H -1.18377 -3.36547 0.71550
H 0.50804 -3.19953 3.27537
H 0.65243 -2.17586 1.84152
H 1.08664 -3.88067 1.75539
H -1.16774 -5.23720 3.14413
H -0.73059 -5.66449 1.49517
H -2.40105 -5.26378 1.87870
H -4.62801 -3.55578 1.99580
H -4.73371 -0.61077 1.13680
H -5.64477 -1.37993 2.44085
H -6.02554 -1.75553 0.76169
H -3.27808 -2.34389 -0.48243
H -4.72709 -3.33752 -0.53027
H -3.21684 -4.03282 0.04252
```

Properties
total charge: +2
calculated total energy: -7945.446959 Eh
max |F|: 2.56 eV/A
gap between HOMO and LUMO (alpha / beta): 3.89 / 3.00 eV
multiplicity: 2
highest occupied orbital energy (alpha / beta): -11.764 / -11.756 eV
⟨S²⟩: 1.1585

Entry from the OMol25 dataset: a structure of composition C27H63LiN3O12 (wB97M-V/def2-TZVPD).

Geometry as XYZ:
```
106
Properties=species:S:1:pos:R:3
Li -1.67226 0.48090 0.35126
C -2.33544 3.57594 2.58536
C -0.84989 3.34222 2.35723
N -0.08685 3.01027 3.65440
C -0.80949 2.02616 4.53631
C 1.19593 2.29764 3.22744
C 2.02025 3.00371 2.13781
C 0.27529 4.29938 4.36029
C 0.94043 4.20489 5.73739
O 2.17907 3.50425 5.70587
C 2.76279 3.39428 6.99692
H -2.93204 3.48016 1.67916
H -2.50480 4.57890 2.97995
H -2.73502 2.77728 3.20524
H -0.27755 4.13911 1.89042
H -0.76502 2.46889 1.72165
H -0.15496 1.79404 5.37545
H -0.89377 1.10328 3.96618
H -1.76480 2.41772 4.86457
H 0.92810 1.33925 2.78261
H 1.82156 2.03536 4.07613
H 3.05465 2.66122 2.17674
H 2.18894 4.07159 2.31217
H 1.61027 2.90522 1.13583
H -0.70898 4.73691 4.54070
H 0.81262 4.97037 3.69673
H 0.28801 3.73112 6.47442
H 1.05646 5.24955 6.03880
H 3.59125 2.69655 6.90953
H 2.09230 2.98599 7.76157
H 3.08395 4.34153 7.43597
C -2.15590 1.95252 -5.59023
C -1.69582 0.62495 -4.96359
N -0.50288 -0.02563 -5.66353
C -1.06806 -0.66696 -6.93821
C 0.61072 0.93941 -6.07322
C 1.12741 1.72704 -4.90921
C 0.07723 -1.18104 -4.82355
C -0.89966 -2.29552 -4.41539
O -2.00549 -1.83980 -3.66760
C -1.62013 -1.46216 -2.34429
H -1.33385 2.60587 -5.88070
H -2.80149 2.62785 -5.03267
H -2.72531 1.64365 -6.47004
H -2.52924 -0.07017 -4.91704
H -1.43133 0.70822 -3.90814
H -1.88302 -1.33240 -6.65907
H -0.31402 -1.25311 -7.45776
H -1.54503 0.05767 -7.59425
H 0.08667 1.54401 -6.80924
H 1.40316 0.34191 -6.52118
H 2.02551 2.29322 -5.16990
H 1.47066 1.14885 -4.05309
H 0.42808 2.49264 -4.57445
H 0.53972 -0.68719 -3.96561
H 0.97832 -1.52893 -5.33222
H -0.33218 -2.99848 -3.80184
H -1.21855 -2.80484 -5.32228
H -0.70245 -0.86726 -2.33051
H -1.53678 -2.35962 -1.72947
H -2.38770 -0.79229 -1.95890
C 1.44583 -3.35450 -1.80580
C 1.29904 -4.02186 -0.43332
N 1.72098 -3.16114 0.74373
C 3.04187 -2.42661 0.53680
C 0.61413 -2.11833 0.95032
C 0.72811 -1.31258 2.23146
C 1.98143 -3.98275 1.99910
C 0.99550 -5.06872 2.39224
O 0.83780 -6.04308 1.40012
C -0.08094 -7.09311 1.71116
H 2.45657 -2.95265 -1.87560
H 0.79499 -2.49339 -1.96544
H 1.26068 -4.06232 -2.61052
H 2.09494 -4.76772 -0.41916
H 0.34011 -4.48997 -0.24994
H 2.81936 -1.68662 -0.23351
H 3.75914 -3.08869 0.05175
H 3.45645 -1.96873 1.42651
H -0.33240 -2.62106 0.76576
H 0.79032 -1.43559 0.11661
H -0.14648 -0.68285 2.32585
H 1.60592 -0.66796 2.20754
H 0.74208 -1.92123 3.13844
H 2.33257 -3.36001 2.81163
H 2.78264 -4.63509 1.63053
H 0.02880 -4.59418 2.61796
H 1.32253 -5.53011 3.32953
H 0.35166 -7.83477 2.38459
H -0.24607 -7.55206 0.73906
H -0.97490 -6.62031 2.12127
O 0.47382 1.35551 -2.21987
C 0.97382 1.02332 -1.00081
O 0.20252 1.04954 0.01156
O 2.14551 0.58892 -0.92640
H -0.44849 1.64477 -2.00409
O -3.64199 -1.53178 2.67004
C -2.80052 -0.81621 1.90013
O -2.36575 -1.36269 0.85351
O -2.54456 0.37408 2.16966
H -3.97248 -0.90429 3.32773
O -3.68640 3.60267 -1.35568
C -2.76275 2.64149 -1.53545
O -1.88199 2.75196 -2.41107
O -2.77958 1.66468 -0.71687
H -4.20336 3.29993 -0.59803
```

Properties
total charge: +1
calculated total energy: -2141.079512 Eh
max |F|: 3.05 eV/A
gap between HOMO and LUMO: 8.45 eV
highest occupied orbital energy: -10.063 eV